[1]
# C19H12N2O6RuS2

A molecular structure, C19H12N2O6RuS2 at a distorted geometry (ωB97M-V with the def2-TZVPD basis set, the OMol25 dataset).

The geometry in XYZ format:
```
42
Properties=species:S:1:pos:R:3
C 2.843 -1.202 -1.054
C -2.532 -3.028 0.406
O 3.085 -2.015 2.477
C -3.794 -0.969 0.271
S 1.174 -1.026 -1.454
H -0.386 -2.769 0.581
H -5.813 1.755 -0.042
C -2.241 3.811 0.041
H 5.722 -1.509 -2.834
H 6.657 -1.633 -0.538
C -1.128 2.991 0.236
O 2.439 3.470 -0.060
C 5.593 -1.517 -0.688
H 3.292 -1.183 -3.139
O 1.386 1.826 1.377
C -4.896 1.194 0.066
C -1.354 -2.297 0.484
C -3.509 3.285 -0.008
H -2.082 4.874 -0.059
C -3.677 1.874 0.097
H -2.467 -4.107 0.412
C 3.718 -1.265 -2.150
H -4.376 3.918 -0.134
S 2.219 2.053 0.117
C 3.368 -1.330 0.245
Ru 0.230 0.341 0.691
H -5.914 -0.683 0.145
C 4.743 -1.471 0.397
O 3.426 1.261 0.223
O 1.330 1.538 -0.989
C 5.071 -1.435 -1.974
H 5.125 -1.549 1.404
N -1.363 -0.947 0.446
C -2.541 -0.306 0.329
O 1.334 -1.103 1.519
C -3.753 -2.394 0.316
C -4.952 -0.193 0.163
C 2.560 -1.468 1.518
H -4.670 -2.962 0.265
C -2.484 1.117 0.258
H -0.122 3.389 0.286
N -1.259 1.665 0.352
```

Output
E (Ha): -2183.5581
HOMO energy (spin up / spin down) (eV): -4.3 / -4.2
Spin multiplicity: 2
<S²>: 1.204
Total charge: -1

***

[2]
# C35H41CeFN6O5P

A molecular structure, C35H41CeFN6O5P at a distorted geometry (ωB97M-V with the def2-TZVPD basis set, the OMol25 dataset).

The geometry in XYZ format:
```
90
Properties=species:S:1:pos:R:3
H 6.901 5.623 14.075
F 8.945 12.133 19.251
C 6.135 14.271 19.985
C 13.909 8.577 11.068
C 7.826 14.070 13.432
H 9.624 11.425 16.952
H 8.894 7.143 9.876
O 8.980 8.593 16.941
C 7.853 14.003 18.227
C 7.386 14.584 17.035
H 15.112 11.209 10.940
N 7.415 14.614 14.586
H 6.693 15.382 17.183
N 7.470 14.542 19.475
N 8.637 7.506 11.877
C 8.406 6.792 10.754
H 13.208 9.832 14.013
H 6.390 14.117 22.162
H 8.478 13.520 21.012
H 13.056 9.128 8.127
C 11.939 8.083 17.164
H 13.200 6.865 10.011
C 7.641 5.624 10.770
C 13.274 8.454 17.103
H 11.274 8.058 9.738
C 5.132 15.766 14.879
N 9.257 7.322 15.022
C 7.060 5.209 11.948
H 12.955 6.719 11.778
O 8.806 13.094 10.959
C 5.484 15.937 13.445
C 13.686 9.123 15.936
H 14.580 6.587 11.101
H 14.488 8.926 10.230
H 5.359 14.697 19.277
N 6.806 16.053 21.547
C 9.711 8.149 16.079
H 9.467 14.617 20.149
C 8.076 7.063 13.005
H 14.471 8.863 11.967
C 5.996 14.811 21.418
O 8.133 9.115 14.183
H 10.453 9.686 9.683
H 13.904 8.423 17.995
H 8.576 15.417 22.554
H 4.755 16.642 15.396
H 6.610 16.659 20.739
C 8.651 12.860 18.116
C 12.044 9.519 8.257
C 14.292 11.649 10.405
H 11.480 9.077 7.452
H 12.041 10.578 8.104
H 12.889 11.752 12.126
H 6.616 16.601 22.376
C 8.983 12.476 11.946
C 8.477 14.498 20.544
H 14.686 9.516 15.824
Ce 9.977 9.586 13.016
C 8.282 15.673 21.526
C 12.847 9.316 14.876
O 9.896 11.358 14.512
C 8.651 12.961 15.748
H 5.864 13.216 20.015
H 11.444 7.644 17.992
H 4.634 14.862 15.258
H 12.139 11.994 10.604
C 7.299 5.937 13.116
O 9.460 11.207 11.895
C 12.937 11.404 11.090
H 14.266 11.266 9.402
H 7.116 16.706 14.827
C 8.614 12.951 13.321
H 5.333 15.137 12.737
N 11.573 8.889 14.891
H 4.955 15.015 21.649
H 7.518 14.527 12.498
H 5.345 16.916 12.989
C 9.100 12.367 14.518
C 9.063 12.361 16.914
H 14.453 12.730 10.363
P 12.426 9.634 11.082
C 11.168 8.346 16.053
C 11.440 9.158 9.636
C 13.622 7.080 11.001
H 8.829 16.549 21.199
H 6.412 4.366 11.969
C 7.817 14.069 15.807
H 7.454 5.127 9.858
C 6.595 15.815 14.538
C 8.441 7.823 14.195
```

Output
E (Ha): -2978.6142
HOMO energy (eV): -15.8
Total charge: +3

***

[3]
# C2H5Cl3SSi

2 unconnected molecules or ions with the total composition C2H5Cl3SSi at a distorted geometry (ωB97M-V with the def2-TZVPD basis set, the OMol25 dataset).

The geometry in XYZ format:
```
12
Properties=species:S:1:pos:R:3
Cl -0.141 -4.495 0.514
C 0.742 -0.922 -1.431
H 0.838 0.928 0.372
C -0.213 0.839 0.311
H 1.152 -1.868 -0.847
H 0.453 -1.322 -2.375
S -0.882 -0.433 -0.681
H 1.484 -0.241 -1.548
Si -1.791 -3.738 -0.523
Cl -3.593 -4.007 0.423
Cl -1.760 -4.594 -2.371
H -0.786 1.405 1.121
```

Output
E (Ha): -2147.4796
HOMO energy (spin up / spin down) (eV): -8.2 / -7.5
Energy above the lowest of the compared OMol25 structures with the same formula, charge and spin (kcal per mole): 93.3

***

[4]
# C4H6N2

2 unconnected molecules or ions with the total composition C4H6N2 at a distorted geometry (ωB97M-V with the def2-TZVPD basis set, the OMol25 dataset).

The geometry in XYZ format:
```
12
Properties=species:S:1:pos:R:3
C -0.005 0.039 0.688
H 1.180 -0.132 -1.117
C -1.351 2.152 -0.162
H -0.163 -1.276 -1.020
N -3.153 -0.228 -0.309
H -0.656 -0.619 1.272
C -0.758 1.181 0.213
N -2.976 -1.153 0.261
H 0.782 0.418 1.346
H 1.271 -1.537 -0.044
H -1.847 3.028 -0.458
C 0.612 -0.773 -0.447
```

Output
SMILES: C#CCC.N#N
E (Ha): -265.4913
HOMO energy (eV): -9.9
Energy above the lowest of the compared OMol25 structures with the same formula, charge and spin (kcal per mole): 27.8

***

[5]
# C6H26O12Sr2

A molecular structure, C6H26O12Sr2 at a distorted geometry (ωB97M-V with the def2-TZVPD basis set, the OMol25 dataset).

The geometry in XYZ format:
```
46
Properties=species:S:1:pos:R:3
H -1.970 2.165 -2.818
C 0.329 0.449 0.570
C -1.011 0.548 1.129
H -0.734 2.508 -1.596
H 0.785 -1.631 -2.126
O -1.042 -1.126 -2.557
C -0.894 2.395 -2.682
H -2.335 2.909 3.836
H 2.322 -1.555 -2.212
H -0.108 1.205 3.362
H 0.209 0.273 4.555
H 0.951 -3.639 3.630
O 3.308 -0.893 0.579
H -0.972 -2.685 -5.451
H -3.731 3.558 3.955
H -0.052 -4.356 1.436
H -0.361 -1.048 -5.109
O 2.535 1.974 1.789
H 2.876 -1.482 -0.056
H 0.792 -0.498 0.867
O -1.360 1.502 1.868
C -1.389 -1.923 -3.504
O -0.082 1.424 -3.276
C 1.207 -3.429 2.588
H 2.848 2.884 1.716
H 2.278 -3.271 2.510
O 1.597 -1.859 -1.652
H 2.887 1.525 1.017
H 0.930 1.290 0.894
H 0.494 3.373 -0.165
H -0.436 3.188 1.055
O -2.429 -2.613 -3.374
H 0.704 -2.509 2.262
C -0.509 -2.053 -4.707
O 0.836 -4.529 1.751
Sr -3.809 0.664 2.450
O -3.288 2.723 3.742
H 0.441 -2.474 -4.377
Sr -3.019 -1.746 -1.072
O -1.900 -0.384 0.878
H -0.706 3.354 -3.155
O 0.329 1.168 4.220
H 0.227 0.348 -0.518
O 0.158 3.809 0.625
H -0.368 0.559 -2.952
H 3.461 -0.089 0.074
```

Output
E (Ha): -1208.0725
HOMO energy (eV): -14.7
Total charge: +2

***

[6]
# C7H9N2

A gas-phase ion, C7H9N2 (charge +1) at a distorted geometry (ωB97M-V with the def2-TZVPD basis set, the OMol25 dataset).

The geometry in XYZ format:
```
18
Properties=species:S:1:pos:R:3
C -0.051 -0.715 -0.475
C 2.234 -0.782 0.212
C -2.200 -0.007 0.142
H -1.579 -1.966 -0.489
N -1.272 -1.162 0.094
H -1.021 -1.615 0.993
H 3.351 1.111 0.164
H 0.017 -0.646 -1.624
H -1.563 2.179 0.171
H 2.952 -1.488 0.633
C 2.426 0.615 -0.023
H -2.754 -0.111 -0.809
C -1.239 1.159 0.033
C 0.001 0.805 -0.087
H -2.859 0.191 0.987
H 1.107 2.409 0.080
C 1.311 1.423 -0.055
N 1.141 -1.400 0.052
```

Output
SMILES: C1=CC2=CC[NH2+][C@@H]2N=C1
E (Ha): -381.3112
HOMO energy (eV): -13.2
Energy above the lowest of the compared OMol25 structures with the same formula, charge and spin (kcal per mole): 58.0
Total charge: +1